The following is a DFT calculation (ωB97M-V/def2-TZVPD) of a single C2Cl4O2S molecule.

Its HOMO-LUMO gap is 9.281 eV. The SMILES is O=S(=O)(Cl)C(Cl)=C(Cl)Cl. The total energy is -67091.8366 eV. The lowest unoccupied orbital energy is -1.133 eV. As for the maximum force: 2.57 eV/Å. The value obtained for the energy above the lowest of the compared OMol25 structures with the same formula, charge and spin is 0.0 kcal per mole. The charge is 0. As for the HOMO energy: -10.41 eV.

Last column: Löwdin charge in e.
Element x y z (Å)
O1 2.07161 -1.36712 0.29077  -0.39
S1 0.63205 -1.14979 0.37825  0.38
O2 -0.02010 -1.39075 1.62553  -0.33
Cl1 -0.26590 -2.53404 -1.01522  0.29
C1 0.24918 0.56962 -0.17863  -0.88
Cl2 1.75057 1.33664 -0.29327  0.75
C2 -0.95374 1.16015 -0.23154  -1.19
Cl3 -0.98696 2.88980 -0.55432  0.63
Cl4 -2.47670 0.48550 -0.02157  0.73

***

The following is a DFT calculation (ωB97M-V/def2-TZVPD) of a single C2Cl4P2 molecule.

Its HOMO-LUMO gap is 9.697 eV. The SMILES is ClP(Cl)#CC#P(Cl)Cl. The total energy is -70741.0539 eV. The lowest unoccupied orbital energy is -0.373 eV. As for the maximum force: 4.09 eV/Å. The value obtained for the energy above the lowest of the compared OMol25 structures with the same formula, charge and spin is 0.0 kcal per mole. The charge is 0. As for the HOMO energy: -10.07 eV.

Last column: Löwdin charge in e.
Element x y z (Å)
Cl1 -2.36362 -2.14236 0.15193  0.10
P1 -0.89879 -1.65552 1.61356  0.18
Cl2 -1.92124 -0.74594 3.10884  0.15
C1 -0.36763 -0.23989 0.55454  -0.53
C2 0.41246 0.54435 0.06604  -0.30
P2 1.18502 1.87244 -1.38200  0.15
Cl3 0.77326 0.77454 -3.05490  0.13
Cl4 3.18054 1.59238 -1.05802  0.12

***

The following is a DFT calculation (ωB97M-V/def2-TZVPD) of 2 unconnected molecules or ions with the total composition C2Cl4Si.

Its HOMO-LUMO gap (alpha / beta) is 6.767 / 5.460 eV. The total energy is -60038.1956 eV. The lowest unoccupied orbital energy (alpha / beta) is -2.258 / -3.029 eV. As for the maximum force: 2.50 eV/Å. The value obtained for the energy above the lowest of the compared OMol25 structures with the same formula, charge and spin is 24.0 kcal per mole. The charge is 0. As for the HOMO energy (alpha / beta): -9.02 / -8.49 eV.

Last column: Löwdin charge in e.
Element x y z (Å)
C1 -1.66845 -0.07138 0.18533  -0.11
C2 -2.85854 -0.07184 -0.05433  -0.79
Si1 2.00317 -0.07779 0.11280  -0.66
Cl1 -4.60607 0.12234 -0.09472  0.50
Cl2 3.19472 -0.20055 1.74520  0.32
Cl3 2.23374 1.72945 -0.65535  0.35
Cl4 1.70143 -1.43024 -1.23895  0.40

***

The following is a DFT calculation (ωB97M-V/def2-TZVPD) of a molecular structure, C2Cl5F.

Its HOMO-LUMO gap is 11.585 eV. The total energy is -67402.6005 eV. The lowest unoccupied orbital energy is 0.544 eV. As for the maximum force: 5.17 eV/Å. The value obtained for the energy above the lowest of the compared OMol25 structures with the same formula, charge and spin is 18.1 kcal per mole. The charge is 0. As for the HOMO energy: -11.04 eV.

Last column: Löwdin charge in e.
Element x y z (Å)
C1 -0.72283 -0.00985 0.05118  -1.71
C2 0.83544 -0.09269 -0.49265  -1.57
F1 0.69487 0.03991 -1.72953  0.01
Cl1 -1.80774 -1.13978 -0.61488  0.66
Cl2 -1.37066 1.57220 -0.26920  0.61
Cl3 -0.54561 -0.21359 1.78826  0.57
Cl4 1.53896 -1.46899 0.03169  0.78
Cl5 1.77743 1.26522 0.13557  0.65

***

The following is a DFT calculation (ωB97M-V/def2-TZVPD) of 2 unconnected molecules or ions with the total composition C2ClF2OS.

Its HOMO-LUMO gap (alpha / beta) is 7.885 / 7.884 eV. The total energy is -32913.0633 eV. The lowest unoccupied orbital energy (alpha / beta) is 2.896 / 2.895 eV. As for the maximum force: 2.61 eV/Å. The value obtained for the energy above the lowest of the compared OMol25 structures with the same formula, charge and spin is 71.7 kcal per mole. The charge is -1. As for the HOMO energy (alpha / beta): -4.99 / -4.99 eV.

Last column: Löwdin charge in e.
Element x y z (Å)
C1 0.00222 -0.18430 1.13342  -1.06
C2 0.03964 0.01939 -0.48454  -0.68
O1 0.16893 0.64646 1.97651  -0.02
F1 1.07253 -0.67164 -0.98989  -0.02
F2 0.48448 2.06248 -1.42305  -0.57
S1 -0.40026 -1.75151 1.19321  0.63
Cl1 -1.36755 -0.12088 -1.40567  0.72

***

The following is a DFT calculation (ωB97M-V/def2-TZVPD) of 2 unconnected molecules or ions with the total composition C2ClF3.

Its HOMO-LUMO gap is 8.692 eV. The total energy is -22743.6776 eV. The lowest unoccupied orbital energy is -1.184 eV. As for the maximum force: 2.08 eV/Å. The value obtained for the energy above the lowest of the compared OMol25 structures with the same formula, charge and spin is 88.0 kcal per mole. The charge is 0. As for the HOMO energy: -9.88 eV.

Last column: Löwdin charge in e.
Element x y z (Å)
C1 -0.44608 -1.29321 -0.44513  -0.10
C2 0.63522 0.98700 -0.06637  -0.55
F1 -1.04957 -1.50915 0.74499  -0.01
F2 -1.39453 -0.85001 -1.24643  0.03
F3 1.89049 1.17401 -0.49299  -0.05
Cl1 0.36447 1.49135 1.50594  0.69

***

The following is a DFT calculation (ωB97M-V/def2-TZVPD) of 2 unconnected molecules or ions with the total composition C2ClF5.

Its HOMO-LUMO gap (alpha / beta) is 6.595 / 6.589 eV. The total energy is -28179.0929 eV. The lowest unoccupied orbital energy (alpha / beta) is -3.633 / -3.634 eV. As for the maximum force: 2.70 eV/Å. The value obtained for the energy above the lowest of the compared OMol25 structures with the same formula, charge and spin is 114.7 kcal per mole. The charge is 0. As for the HOMO energy (alpha / beta): -10.23 / -10.22 eV.

Last column: Löwdin charge in e.
Element x y z (Å)
C1 0.69653 0.05411 0.61531  -0.59
C2 0.06913 0.30472 -0.80907  -0.52
F1 1.70364 0.88969 0.96493  0.14
F2 1.34656 -1.11156 0.67078  0.17
F3 -0.18554 0.12587 1.60697  0.17
F4 0.77471 -0.30929 -1.70260  0.16
F5 -3.69439 0.12193 -1.15639  -0.65
Cl1 -1.48633 0.70001 -0.94748  1.13

***

The following is a DFT calculation (ωB97M-V/def2-TZVPD) of a molecular structure, C2ClI3O.

Its HOMO-LUMO gap is 7.668 eV. The total energy is -40943.7073 eV. The lowest unoccupied orbital energy is -2.181 eV. As for the maximum force: 4.08 eV/Å. The value obtained for the energy above the lowest of the compared OMol25 structures with the same formula, charge and spin is 29.7 kcal per mole. The charge is 0. As for the HOMO energy: -9.85 eV.

Last column: Löwdin charge in e.
Element x y z (Å)
C1 -0.38690 0.07774 0.08204  -0.74
C2 0.80939 -0.43363 -0.53587  -1.75
O1 -1.42417 0.58436 -0.02987  0.11
Cl1 -0.28711 -0.41047 2.36731  0.03
I1 2.50959 0.53345 0.17980  0.86
I2 1.03559 -2.54892 -0.43815  0.82
I3 0.41014 0.13670 -2.77625  0.68

***

The following is a DFT calculation (ωB97M-V/def2-TZVPD) of 2 unconnected molecules or ions with the total composition C2ClNOS3.

Its HOMO-LUMO gap is 6.506 eV. The total energy is -50634.3511 eV. The lowest unoccupied orbital energy is -2.024 eV. As for the maximum force: 4.15 eV/Å. The value obtained for the energy above the lowest of the compared OMol25 structures with the same formula, charge and spin is 35.0 kcal per mole. The charge is 0. As for the HOMO energy: -8.53 eV.

Last column: Löwdin charge in e.
Element x y z (Å)
C1 -0.81222 1.09629 -0.64237  -0.73
C2 0.42957 -0.90456 0.47660  -0.98
N1 -0.11253 1.13654 -1.63374  -0.65
O1 0.10957 -1.79260 2.73945  -0.59
S1 1.64048 -1.63348 -0.34204  0.69
S2 0.98681 0.78073 -2.61426  0.71
S3 -0.35363 -0.68755 1.86862  0.77
Cl1 -1.88803 2.00463 0.14774  0.78